(1)
ORCA calculation (ωB97M-V with the def2-TZVPD basis set) on ClH4NTi as an isolated structure at a distorted geometry.

```
! wB97M-V def2-TZVPD RIJCOSX def2/J DEFGRID3
* xyz 1 4
Ti 1.56771 -1.15403 -0.94603
N -0.66005 0.17603 0.16694
H -0.36229 -0.72739 -0.17257
H 0.07461 0.48199 0.78884
H -1.53417 -0.06146 0.61372
H -0.88322 0.79854 -0.59646
Cl 1.79740 0.48635 0.14554
*
```

Values from the calculation:
Gap between HOMO and LUMO (alpha / beta): 7.449 / 11.640 eV
Energy relative to the best compared isomer or geometry (same formula, charge and spin): 1.707 eV
Energy: -1366.411375 a.u.
Max |F|: 7.43 eV/Å
Lowest unoccupied orbital energy (alpha / beta): -0.1498 / -0.1715 hartree
HOMO (alpha / beta): -11.52 / -16.31 eV

(2)
ORCA calculation (ωB97M-V with the def2-TZVPD basis set) on ClH4PSi as an isolated structure at a distorted geometry.

```
! wB97M-V def2-TZVPD RIJCOSX def2/J DEFGRID3
* xyz 0 1
Si 0.41269 0.64782 0.35449
P 0.53268 -1.60577 -0.47651
Cl -0.58412 0.62612 2.16239
H 1.35922 1.66494 0.39742
H -0.66554 1.15551 -0.52251
H -0.76183 -1.67792 -0.04676
H -0.29310 -0.81070 -1.86852
*
```

Values from the calculation:
Gap between HOMO and LUMO: 10.083 eV
Energy relative to the best compared isomer or geometry (same formula, charge and spin): 1.384 eV
Energy: -1093.400081 a.u.
Max |F|: 3.98 eV/Å
Lowest unoccupied orbital energy: 0.0065 hartree
HOMO: -9.91 eV

(3)
ORCA calculation (ωB97M-V with the def2-TZVPD basis set) on a 2-piece molecular cluster, ClH5OSi2 overall at a distorted geometry.

```
! wB97M-V def2-TZVPD RIJCOSX def2/J DEFGRID3
* xyz 0 1
O -1.23411 -2.28808 -0.34786
Si 0.26597 -2.36643 -0.52201
Si -0.28523 1.98063 0.56897
Cl 0.87357 0.99493 -0.76191
H -1.52505 1.62543 -0.19895
H 1.35586 -2.32892 0.42558
H 0.68196 -2.50956 -1.85504
H -0.16160 3.47010 0.91835
H 0.02862 1.42190 1.77287
*
```

Values from the calculation:
Gap between HOMO and LUMO: 10.283 eV
Energy relative to the best compared isomer or geometry (same formula, charge and spin): 3.391 eV
Energy: -1117.384104 a.u.
SMILES string: O=[SiH2].[SiH3]Cl
Max |F|: 2.91 eV/Å
Lowest unoccupied orbital energy: -0.0047 hartree
HOMO: -10.41 eV

(4)
ORCA calculation (ωB97M-V with the def2-TZVPD basis set) on a 2-piece molecular cluster, ClH6N4P overall at a distorted geometry.

```
! wB97M-V def2-TZVPD RIJCOSX def2/J DEFGRID3
* xyz 0 1
N 0.23706 1.68407 1.25105
N -0.35057 -2.03568 -0.87654
N 0.53043 1.18070 -0.01550
N -1.27248 -1.19288 -1.53668
P -1.87946 0.28696 -1.03922
Cl -2.37410 -0.29510 0.90098
H 0.50180 1.09259 2.07321
H -0.65370 2.16242 1.19037
H 0.65823 -1.72878 -1.11510
H -0.53214 -1.62175 0.11332
H 0.33014 1.90874 -0.69349
H -1.51047 -1.40247 -2.49998
*
```

Values from the calculation:
Gap between HOMO and LUMO (alpha / beta): 7.882 / 7.743 eV
Energy relative to the best compared isomer or geometry (same formula, charge and spin): 2.044 eV
Energy: -1024.041579 a.u.
Max |F|: 2.82 eV/Å
Lowest unoccupied orbital energy (alpha / beta): -0.0116 / 0.0129 hartree
HOMO (alpha / beta): -8.20 / -7.39 eV

(5)
ORCA calculation (ωB97M-V with the def2-TZVPD basis set) on a 40-piece molecular cluster, ClH78O43 overall at a distorted geometry.

```
! wB97M-V def2-TZVPD RIJCOSX def2/J DEFGRID3
* xyz -1 1
Cl 0.33046 -0.19938 -0.16967
O -0.73242 0.63628 -0.56922
O 1.06748 0.59249 0.74369
O -0.15765 -1.39433 0.50021
O 1.15822 -0.61012 -1.29351
O 3.63797 2.62250 -4.26030
H 3.59006 2.04594 -3.49773
H 2.86394 2.40066 -4.77789
O 0.11657 -2.71914 3.52312
H -0.45297 -3.30917 4.01682
H 0.29795 -3.18696 2.70797
O -0.04375 -2.71345 -4.94939
H -0.64850 -2.04593 -5.27331
H -0.14073 -3.44264 -5.56185
O -3.95855 2.10575 -0.57883
H -3.42872 1.70187 0.10847
H -3.72549 1.62682 -1.37416
O -1.46530 4.32883 -3.78089
H -1.95484 4.61597 -4.55169
H -1.97304 4.65624 -3.03844
O 1.83379 -0.28004 -4.29428
H 1.16205 0.37194 -4.49401
H 1.59898 -0.60844 -3.42638
O 1.68221 5.17607 0.51836
H 1.61025 5.04943 1.46442
H 2.62373 5.22961 0.35433
O 1.98009 -4.77114 -2.15526
H 1.12930 -4.43118 -2.43242
H 2.26892 -4.16663 -1.47161
O 2.33302 -1.26329 -6.78768
H 2.08976 -0.83777 -5.96549
H 2.29089 -2.19991 -6.59478
O -3.16868 -5.94182 -0.70277
H -2.58604 -5.50205 -0.08361
H -2.58151 -6.32317 -1.35547
O -3.24505 4.51401 -1.64081
H -3.56891 3.64911 -1.38925
H -2.80462 4.84265 -0.85707
O 0.95375 2.20196 4.27353
H 0.20717 1.79105 3.83764
H 1.62261 2.26867 3.59205
O -5.61629 -3.46092 0.65518
H -4.85167 -2.88597 0.68736
H -6.35280 -2.89376 0.88346
O 2.94896 -2.21497 4.29177
H 3.26891 -3.10976 4.17686
H 2.16638 -2.16754 3.74264
O -3.26019 0.96675 2.01664
H -3.21188 0.03729 1.79305
H -4.15241 1.08953 2.34084
O 5.57427 -2.27521 2.38379
H 6.05338 -2.18934 3.20800
H 4.91549 -1.58151 2.41575
O -0.46773 -3.78325 -2.47023
H -0.30838 -3.53518 -3.38090
H -1.42132 -3.81488 -2.39346
O 5.61689 -2.39682 -3.06406
H 5.36987 -3.22723 -3.47102
H 4.95513 -2.25506 -2.38715
O 4.86933 -0.90227 -0.49818
H 4.66563 -0.78226 0.42936
H 4.97164 -0.01343 -0.83838
O -3.27418 4.75044 2.29858
H -2.52056 4.52237 1.75427
H -3.27038 4.09821 2.99916
O 2.59067 5.04663 -2.20414
H 2.63941 4.11637 -1.98398
H 3.44867 5.39564 -1.96278
O -3.89631 -1.54583 -1.67389
H -4.77046 -1.79524 -1.97375
H -3.70156 -0.73742 -2.14797
O 3.51317 2.09606 -1.36662
H 3.90857 2.84901 -0.92736
H 3.06146 1.62118 -0.66899
O -3.12356 -4.02264 -2.39289
H -3.31066 -4.62639 -1.67407
H -3.37804 -3.16323 -2.05689
O -1.17905 4.39641 0.50381
H -0.32852 4.83316 0.54932
H -1.02354 3.52874 0.87692
O -0.90454 2.10277 2.16857
H -0.61202 1.55692 1.43870
H -1.82981 1.88287 2.27693
O 3.97140 2.33748 2.58890
H 4.50400 3.12082 2.72657
H 3.81076 1.99868 3.46961
O -0.02736 1.78257 -4.93112
H -0.45576 1.88824 -5.78055
H -0.54587 2.31998 -4.33232
O -1.63699 -4.90571 3.42579
H -1.93494 -4.89446 2.51622
H -1.32125 -5.79872 3.56389
O 3.65155 0.49173 5.04178
H 4.58841 0.37162 5.19701
H 3.42815 -0.17613 4.39348
O -6.10096 0.66878 0.35383
H -5.44477 1.21572 -0.07801
H -6.06982 0.93660 1.27228
O -1.00818 -4.57989 0.42401
H -0.31894 -5.21896 0.24297
H -0.83394 -3.86057 -0.18299
O -2.66954 2.94361 4.25423
H -1.80881 2.56184 4.08209
H -2.74114 2.95352 5.20870
O -3.51564 -1.76161 0.98808
H -2.60002 -1.83055 1.25846
H -3.47589 -1.59530 0.04628
O 3.73109 -0.27174 2.15914
H 3.70555 0.67632 2.02962
H 2.87249 -0.57718 1.86634
O 2.46909 -3.31411 0.52569
H 3.29703 -2.94452 0.21886
H 1.80760 -2.67622 0.25783
O -0.98179 -0.12944 4.21069
H -0.52051 0.12667 5.00935
H -0.55008 -0.93731 3.93280
O -3.05421 0.80906 -2.80788
H -3.09795 1.27258 -3.64422
H -2.12989 0.58139 -2.70774
O 0.62955 5.06442 3.26083
H 0.00891 4.36134 3.06929
H 0.78425 4.99789 4.20310
*
```

Values from the calculation:
Gap between HOMO and LUMO: 9.574 eV
Energy relative to the best compared isomer or geometry (same formula, charge and spin): 0.000 eV
Energy: -3742.257626 a.u.
Max |F|: 2.70 eV/Å
Lowest unoccupied orbital energy: 0.0525 hartree
HOMO: -8.15 eV

(6)
ORCA calculation (ωB97M-V with the def2-TZVPD basis set) on a 3-piece molecular cluster, ClHN2O2 overall at a distorted geometry.

```
! wB97M-V def2-TZVPD RIJCOSX def2/J DEFGRID3
* xyz -2 1
N 0.76105 1.81605 -0.39309
N 2.78779 -0.48384 0.50074
O -0.34229 1.61006 -0.75158
O 2.92333 -0.83261 1.79308
Cl -8.14216 -2.36668 -1.59574
H 2.01228 0.25702 0.44660
*
```

Values from the calculation:
Gap between HOMO and LUMO (alpha / beta): 3.931 / 3.924 eV
Energy relative to the best compared isomer or geometry (same formula, charge and spin): 4.359 eV
Energy: -720.583429 a.u.
Max |F|: 5.17 eV/Å
Lowest unoccupied orbital energy (alpha / beta): 0.1870 / 0.1869 hartree
HOMO (alpha / beta): 1.16 / 1.16 eV

(7)
ORCA calculation (ωB97M-V with the def2-TZVPD basis set) on a 2-piece molecular cluster, ClHNO2P overall at a distorted geometry.

```
! wB97M-V def2-TZVPD RIJCOSX def2/J DEFGRID3
* xyz 0 1
N 0.32454 -0.71961 0.53491
O 1.42238 -0.98615 0.22492
O -0.16356 -0.69064 1.59359
P -0.73685 -0.57515 -0.99008
Cl 0.69503 2.45559 -0.81961
H -1.54154 0.51597 -0.54373
*
```

Values from the calculation:
Gap between HOMO and LUMO (alpha / beta): 8.287 / 6.207 eV
Energy relative to the best compared isomer or geometry (same formula, charge and spin): 4.078 eV
Energy: -1007.164278 a.u.
Max |F|: 3.93 eV/Å
Lowest unoccupied orbital energy (alpha / beta): -0.1031 / -0.1500 hartree
HOMO (alpha / beta): -11.09 / -10.29 eV

(8)
ORCA calculation (ωB97M-V with the def2-TZVPD basis set) on one molecule with the formula ClHNO2P at a distorted geometry.

```
! wB97M-V def2-TZVPD RIJCOSX def2/J DEFGRID3
* xyz 0 1
N 1.04308 -0.34516 0.26423
O 1.30439 -1.48681 -0.04112
O -1.37562 1.83931 0.22401
P -0.73457 0.53638 -0.28740
Cl -2.08008 -0.83056 -0.19967
H 1.84280 0.28685 0.03996
*
```

Values from the calculation:
Gap between HOMO and LUMO (alpha / beta): 7.598 / 7.965 eV
Energy relative to the best compared isomer or geometry (same formula, charge and spin): 0.597 eV
Energy: -1007.292202 a.u.
Max |F|: 5.30 eV/Å
Lowest unoccupied orbital energy (alpha / beta): -0.0695 / -0.0478 hartree
HOMO (alpha / beta): -9.49 / -9.26 eV

(9)
ORCA calculation (ωB97M-V with the def2-TZVPD basis set) on one molecule with the formula ClHNO3P at a distorted geometry.

```
! wB97M-V def2-TZVPD RIJCOSX def2/J DEFGRID3
* xyz 0 1
N 0.75828 1.01422 -0.32496
O 0.02249 -0.00819 0.26114
O 4.59587 1.24085 -0.27577
O 1.88796 0.67484 -0.52387
P 3.73985 0.45080 0.56422
Cl 4.20392 -1.58269 -0.14867
H -0.91713 0.36528 0.14691
*
```

Values from the calculation:
Gap between HOMO and LUMO (alpha / beta): 8.469 / 8.469 eV
Energy relative to the best compared isomer or geometry (same formula, charge and spin): 1.236 eV
Energy: -1082.544622 a.u.
Max |F|: 2.57 eV/Å
Lowest unoccupied orbital energy (alpha / beta): -0.0630 / -0.0630 hartree
HOMO (alpha / beta): -10.18 / -10.18 eV

(10)
ORCA calculation (ωB97M-V with the def2-TZVPD basis set) on a 2-piece molecular cluster, ClIO overall at a distorted geometry.

```
! wB97M-V def2-TZVPD RIJCOSX def2/J DEFGRID3
* xyz 0 1
O -0.08973 -0.60105 0.00144
Cl 1.88728 0.65878 -0.00197
I -1.79755 -0.05772 0.00053
*
```

Values from the calculation:
Gap between HOMO and LUMO (alpha / beta): 6.066 / 6.065 eV
Energy relative to the best compared isomer or geometry (same formula, charge and spin): 1.259 eV
Energy: -832.946874 a.u.
Max |F|: 4.61 eV/Å
Lowest unoccupied orbital energy (alpha / beta): -0.1402 / -0.1401 hartree
HOMO (alpha / beta): -9.88 / -9.88 eV

Q: Look up the max |F| of the eighth one.
A: 5.30 eV/Å